Entry 1:
Computed, not measured: C20H28IrNO2S as an isolated structure, with ωB97M-V with the def2-TZVPD basis set.

The geometry in XYZ format:
```
53
Properties=species:S:1:pos:R:3:mulliken_spin:R:1
O 0.563 0.303 -7.969 0.000
C 0.364 1.628 -8.597 0.000
C 0.112 1.051 -10.013 0.000
H 1.268 2.254 -8.513 0.000
H -0.504 2.147 -8.155 0.000
C 0.344 -0.320 -9.265 0.000
H 0.884 1.298 -10.748 0.000
H -0.908 1.191 -10.386 0.000
C 1.579 -1.078 -9.747 0.000
H 2.453 -0.410 -9.759 0.000
H 1.436 -1.493 -10.762 0.000
H 1.781 -1.916 -9.059 0.000
C -0.885 -1.224 -9.246 0.000
H -1.766 -0.657 -8.906 0.000
H -0.709 -2.059 -8.545 0.000
H -1.100 -1.650 -10.242 0.000
Ir -0.044 -0.101 0.284 2.071
C -2.038 -0.534 1.237 0.178
C -1.766 0.936 1.411 0.127
C -1.775 1.547 0.120 0.229
H -1.454 1.467 2.325 -0.012
C -2.203 0.540 -0.812 0.157
C -2.307 -0.752 -0.136 0.158
H -2.578 -1.697 -0.583 -0.004
H -1.945 -1.281 2.024 -0.040
H -1.638 2.614 -0.043 0.010
H -2.462 0.721 -1.846 0.002
C 1.139 -1.506 1.549 0.215
C 0.278 -2.265 0.635 0.170
C 0.836 -2.101 -0.661 0.169
H -0.555 -2.877 0.956 -0.030
C 1.978 -1.181 -0.580 0.147
C 2.157 -0.779 0.757 0.219
H 2.898 -0.103 1.189 0.023
H 1.104 -1.543 2.648 -0.034
H 0.498 -2.621 -1.550 0.000
H 2.617 -0.890 -1.404 0.010
O 0.329 0.593 -2.124 0.021
C -0.056 -0.285 -3.243 -0.009
C -0.351 0.617 -4.416 0.002
H -0.908 -0.904 -2.899 0.002
H 0.813 -0.945 -3.435 0.004
C 0.563 1.820 -4.151 0.003
H -1.403 0.945 -4.359 0.000
H -0.177 0.127 -5.373 0.000
C 0.503 1.952 -2.642 -0.002
H 0.250 2.725 -4.668 0.000
H 1.588 1.562 -4.459 0.000
H -0.381 2.549 -2.331 -0.001
H 1.411 2.370 -2.174 0.003
S -0.005 0.015 4.834 0.046
C -0.014 0.065 3.337 0.024
N 0.188 0.137 2.149 0.144
```

Output
electronic energy	-1486.2174	Eh
spin multiplicity	5
E_LUMO (alpha / beta)	0.5 / -1.2	eV
energy above the lowest of the compared OMol25 structures with the same formula, charge and spin	61.9	kcal per mole
⟨S²⟩	6.02
net charge	0

=====

Entry 2:
Computed, not measured: one molecule with the formula C20H28N2O2, with ωB97M-V with the def2-TZVPD basis set.

The geometry in XYZ format:
```
52
Properties=species:S:1:pos:R:3:mulliken_charge:R:1
C -4.591 0.030 4.365 -1.406
C -3.779 -0.178 3.123 1.048
C -4.348 0.025 1.870 -0.786
C -3.613 -0.166 0.717 -0.532
C -2.284 -0.570 0.783 -0.093
C -1.483 -0.737 -0.476 -0.183
C -1.062 0.642 -1.009 -1.082
N -0.496 0.615 -2.335 0.395
C -1.239 0.978 -3.411 0.641
O -2.424 1.216 -3.382 -0.677
C -0.324 1.014 -4.622 -0.665
C 1.074 1.031 -4.015 -0.971
C 0.903 0.346 -2.646 1.458
C 1.162 -1.162 -2.774 -1.803
C 1.795 1.040 -1.591 -0.418
O 2.130 2.200 -1.708 -0.723
N 2.132 0.283 -0.532 0.142
C 2.911 0.779 0.582 -0.404
C 2.185 0.534 1.906 -0.862
C 2.460 -0.940 2.218 -0.469
C 3.827 -1.254 1.580 -0.844
C 4.209 -0.017 0.750 -0.914
C -1.715 -0.772 2.031 -0.041
C -2.453 -0.580 3.187 -1.033
H -5.420 -0.677 4.397 0.314
H -3.985 -0.108 5.256 0.340
H -5.012 1.034 4.381 0.333
H -5.380 0.337 1.802 0.394
H -4.070 -0.003 -0.248 0.479
H -2.087 -1.229 -1.242 0.303
H -0.606 -1.355 -0.272 0.191
H -1.957 1.268 -1.079 0.754
H -0.361 1.117 -0.317 0.147
H -0.543 1.885 -5.236 0.390
H -0.505 0.122 -5.226 0.262
H 1.816 0.523 -4.629 0.421
H 1.402 2.058 -3.847 0.380
H 2.226 -1.350 -2.908 0.368
H 0.632 -1.540 -3.646 0.451
H 0.804 -1.721 -1.914 0.385
H 1.841 -0.678 -0.480 0.246
H 3.090 1.837 0.380 0.665
H 2.626 1.171 2.673 0.382
H 1.121 0.759 1.844 0.355
H 1.684 -1.572 1.782 0.049
H 2.462 -1.126 3.291 0.563
H 4.580 -1.453 2.340 0.360
H 3.762 -2.141 0.949 0.302
H 4.930 0.595 1.291 0.360
H 4.645 -0.279 -0.213 0.366
H -0.685 -1.091 2.109 0.357
H -1.989 -0.745 4.148 0.305
```

Output
electronic energy	-1038.9599	Eh
E_LUMO	0.6	eV
energy above the lowest of the compared OMol25 structures with the same formula, charge and spin	4.1	kcal per mole
SMILES	Cc1ccc(CCN2C(=O)CC[C@@]2(C)C(=O)NC2CCCC2)cc1
net charge	0

=====

Entry 3:
Computed, not measured: one molecule with the formula C20H28N2O5, with ωB97M-V with the def2-TZVPD basis set.

The geometry in XYZ format:
```
55
Properties=species:S:1:pos:R:3:mulliken_charge:R:1
C -1.870 -0.373 -2.860 -1.431
C -1.548 0.954 -2.187 0.452
C -0.042 1.200 -2.137 -0.076
C 0.315 2.406 -1.276 -1.047
O 0.099 2.055 0.092 0.001
C -0.441 2.941 0.912 0.717
O -0.739 4.072 0.633 -0.630
C -0.642 2.316 2.297 -1.014
N -0.838 0.898 2.200 0.020
C 0.208 0.005 2.305 0.156
O 1.313 0.233 2.746 -0.676
N -0.259 -1.217 1.860 0.112
C 0.634 -2.325 1.662 -0.990
C 1.452 -2.085 0.389 0.799
O 0.972 -1.687 -0.641 -0.567
O 2.729 -2.359 0.591 -0.343
C 3.662 -2.038 -0.445 -0.563
C 4.424 -0.761 -0.101 -0.790
C 3.508 0.459 -0.009 0.712
C 4.307 1.742 0.186 -1.661
C -1.536 -1.064 1.356 1.180
C -2.395 -1.946 0.736 -0.898
C -3.646 -1.480 0.338 0.841
C -4.599 -2.419 -0.339 -1.717
C -4.003 -0.156 0.574 -0.758
C -3.144 0.741 1.193 -0.970
C -1.905 0.273 1.580 0.596
H -1.522 -0.375 -3.891 0.436
H -2.942 -0.553 -2.854 0.380
H -1.378 -1.183 -2.327 0.179
H -1.941 0.936 -1.169 -0.377
H -2.038 1.772 -2.722 0.406
H 0.346 1.361 -3.144 0.592
H 0.444 0.319 -1.714 -0.234
H 1.371 2.671 -1.387 0.329
H -0.300 3.279 -1.520 0.530
H -1.485 2.801 2.795 0.381
H 0.269 2.480 2.882 0.433
H 0.056 -3.247 1.565 0.392
H 1.316 -2.393 2.512 0.344
H 3.115 -1.922 -1.387 0.325
H 4.342 -2.891 -0.514 0.329
H 5.175 -0.603 -0.879 0.371
H 4.939 -0.901 0.850 0.329
H 2.913 0.533 -0.922 0.118
H 2.823 0.340 0.833 -0.077
H 4.977 1.912 -0.655 0.383
H 4.902 1.683 1.094 0.371
H 3.638 2.594 0.274 0.387
H -2.110 -2.969 0.543 0.351
H -5.437 -1.878 -0.771 0.365
H -4.093 -2.971 -1.129 0.367
H -4.990 -3.141 0.377 0.399
H -4.975 0.189 0.256 0.342
H -3.432 1.769 1.349 0.392
```

Output
electronic energy	-1264.7101	Eh
E_LUMO	0.7	eV
energy above the lowest of the compared OMol25 structures with the same formula, charge and spin	7.3	kcal per mole
SMILES	CCCCOC(=O)Cn1c(=O)n(CC(=O)OCCCC)c2cc(C)ccc21
net charge	0

=====

Entry 4:
Computed, not measured: C20H28N2O5PdSi as an isolated structure, with ωB97M-V with the def2-TZVPD basis set.

The geometry in XYZ format:
```
57
Properties=species:S:1:pos:R:3:mulliken_charge:R:1
Pd 0.126 0.017 0.233 0.169
C -2.615 1.676 2.192 -1.379
C -2.338 0.253 1.777 0.857
O -2.510 -0.137 0.642 -0.529
N -1.933 -0.576 2.817 -0.224
C -1.076 -1.715 2.491 -1.049
C 0.389 -1.312 2.610 1.437
C 1.387 -2.178 3.018 -0.927
C 2.692 -1.704 3.132 -0.318
C 2.944 -0.375 2.824 -0.591
C 1.890 0.440 2.430 -0.392
N 0.630 -0.012 2.334 -0.476
H -2.967 2.229 1.326 0.283
H -1.679 2.134 2.521 0.283
H -3.358 1.698 2.995 0.428
H -1.556 -0.036 3.582 0.286
H -1.295 -2.000 1.461 0.255
H -1.294 -2.562 3.145 0.341
H 1.148 -3.217 3.223 0.307
H 3.491 -2.359 3.460 0.335
H 3.943 0.037 2.903 0.396
H 2.016 1.485 2.166 0.406
C -2.245 -5.615 -3.980 -0.811
O -0.969 -5.254 -4.451 -0.461
C -0.273 -4.331 -3.694 1.363
C 1.004 -4.003 -4.190 -1.018
C 1.736 -3.060 -3.497 -0.369
C 1.302 -2.453 -2.312 0.454
C 2.125 -1.427 -1.655 0.435
C 2.979 -0.501 -2.512 -1.020
O 2.120 -1.212 -0.453 -0.607
C 0.008 -2.826 -1.754 -0.675
O -0.462 -2.372 -0.689 -0.508
C -0.766 -3.764 -2.550 -0.468
H -2.648 -6.337 -4.689 0.225
H -2.917 -4.754 -3.923 0.321
H -2.195 -6.074 -2.987 0.320
H 1.376 -4.484 -5.086 0.368
H 2.723 -2.813 -3.874 0.340
H 3.024 -0.782 -3.563 0.361
H 3.986 -0.440 -2.093 0.282
H 2.530 0.493 -2.435 -0.028
H -1.747 -3.995 -2.161 0.322
C -1.123 4.358 -1.515 -1.202
Si 0.098 2.975 -0.966 0.620
C -0.381 1.518 -2.102 -0.244
C 1.762 3.639 -1.643 -1.190
O 0.100 2.740 0.593 -0.691
H -0.939 4.687 -2.549 0.291
H -1.026 5.233 -0.857 0.280
H -2.161 4.006 -1.452 0.264
H 0.162 1.498 -3.054 0.305
H -1.454 1.532 -2.316 0.401
H -0.184 0.531 -1.588 -0.411
H 1.704 3.947 -2.695 0.288
H 2.562 2.895 -1.544 0.238
H 2.052 4.514 -1.047 0.327
```

Output
electronic energy	-1682.0185	Eh
E_LUMO (alpha / beta)	4.7 / 4.7	eV
energy above the lowest of the compared OMol25 structures with the same formula, charge and spin	54.7	kcal per mole
net charge	-2